1.
{
  "formula": "C25H18ClCrO2P",
  "method": "ωB97M-V/def2-TZVPD",
  "symbols": ["Cr", "C", "C", "C", "C", "C", "C", "P", "C", "C", "C", "C", "C", "C", "C", "C", "C", "C", "C", "C", "H", "H", "H", "H", "H", "H", "H", "H", "H", "H", "H", "H", "H", "H", "Cl", "C", "C", "C", "C", "O", "C", "C", "O", "C", "H", "H", "H", "H"],
  "xyz": [[1.20, 1.03, 0.78], [0.46, -5.54, -1.21], [-0.29, -4.72, -2.04], [-0.30, -3.35, -1.83], [0.44, -2.80, -0.78], [1.18, -3.63, 0.05], [1.19, -5.00, -0.17], [0.50, -0.99, -0.56], [-1.16, -0.43, -1.10], [-1.34, 0.54, -2.08], [-2.60, 1.05, -2.34], [-3.70, 0.60, -1.62], [-3.53, -0.36, -0.64], [-2.27, -0.87, -0.38], [1.65, -0.28, -1.74], [2.05, -0.70, -3.00], [2.90, 0.11, -3.73], [3.31, 1.33, -3.20], [2.91, 1.74, -1.93], [2.07, 0.93, -1.15], [0.47, -6.61, -1.38], [-0.86, -5.14, -2.85], [-0.89, -2.70, -2.47], [1.75, -3.20, 0.87], [1.77, -5.65, 0.48], [-0.48, 0.90, -2.65], [-2.73, 1.80, -3.11], [-4.68, 1.00, -1.83], [-4.39, -0.72, -0.08], [-2.14, -1.62, 0.39], [1.71, -1.65, -3.41], [3.24, -0.19, -4.71], [3.97, 1.97, -3.78], [3.25, 2.69, -1.54], [-1.61, 4.77, 6.40], [-1.04, 3.63, 5.21], [-1.35, 2.27, 5.36], [-0.92, 1.35, 4.45], [-0.14, 1.73, 3.33], [0.26, 0.84, 2.49], [0.17, 3.12, 3.19], [0.93, 3.63, 2.10], [1.40, 3.00, 1.14], [-0.30, 4.05, 4.15], [-1.94, 1.96, 6.21], [-1.15, 0.30, 4.56], [1.11, 4.71, 2.11], [-0.06, 5.10, 4.04]],
  "nbo_charge": [1.163, -0.197, -0.209, -0.225, -0.251, -0.204, -0.213, 0.798, -0.252, -0.229, -0.209, -0.210, -0.197, -0.238, -0.305, -0.235, -0.231, -0.205, -0.234, -0.436, 0.216, 0.217, 0.224, 0.219, 0.217, 0.230, 0.216, 0.215, 0.214, 0.218, 0.211, 0.210, 0.207, 0.204, -0.007, -0.108, -0.171, -0.236, 0.432, -0.769, -0.321, 0.447, -0.647, -0.139, 0.229, 0.222, 0.145, 0.224],
  "e_tot_ha": -2959.979579,
  "gap_ha": [0.2798, 0.2922],
  "spin_multiplicity": 5,
  "relative_energy_ev": 0.1205,
  "s_squared": 6.02,
  "e_homo_ev": [-7.87, -8.37]
}


2.
{
  "formula": "C15H31F12N16O8S",
  "method": "ωB97M-V/def2-TZVPD",
  "symbols": ["O", "S", "O", "N", "C", "C", "C", "F", "F", "C", "F", "F", "C", "F", "F", "C", "F", "F", "F", "C", "N", "C", "N", "N", "C", "F", "F", "F", "H", "H", "H", "H", "H", "H", "H", "C", "O", "N", "N", "H", "H", "H", "H", "C", "O", "N", "N", "H", "H", "H", "H", "C", "O", "N", "N", "H", "H", "H", "H", "C", "O", "N", "N", "H", "H", "H", "H", "C", "O", "N", "N", "H", "H", "H", "H", "C", "O", "N", "N", "H", "H", "H", "H"],
  "xyz": [[0.67, -4.57, 1.06], [1.33, -3.67, 1.95], [1.09, -4.13, 3.28], [0.80, -2.08, 1.74], [-0.31, -1.59, 2.59], [-1.70, -2.14, 2.15], [-2.54, -1.18, 1.29], [-2.18, 0.13, 1.50], [-3.81, -1.26, 1.74], [-2.49, -1.40, -0.24], [-3.45, -0.61, -0.78], [-1.33, -0.98, -0.79], [-2.73, -2.85, -0.76], [-1.64, -3.62, -0.68], [-2.98, -2.73, -2.08], [-3.97, -3.60, -0.17], [-5.06, -2.84, -0.23], [-3.77, -4.12, 1.03], [-4.21, -4.63, -0.99], [1.31, -1.24, 0.82], [2.30, -1.53, -0.06], [2.51, -0.47, -0.82], [1.69, 0.51, -0.43], [0.99, 0.01, 0.56], [3.16, -3.87, 1.62], [3.29, -4.13, 0.34], [3.55, -4.95, 2.24], [3.86, -2.81, 1.96], [-0.27, -0.50, 2.72], [-0.11, -2.02, 3.59], [-1.54, -3.14, 1.71], [-2.27, -2.32, 3.08], [3.26, -0.46, -1.63], [1.62, 1.45, -0.85], [0.30, 0.60, 1.03], [6.87, -0.28, 1.18], [5.89, 0.43, 0.97], [8.12, 0.23, 1.29], [6.78, -1.63, 1.32], [8.93, -0.33, 1.47], [8.23, 1.22, 1.19], [5.86, -2.03, 1.25], [7.56, -2.23, 1.50], [0.04, 3.77, 0.33], [0.49, 2.75, -0.21], [-1.08, 3.76, 1.09], [0.63, 4.98, 0.19], [-1.46, 4.57, 1.53], [-1.55, 2.88, 1.21], [1.47, 5.02, -0.37], [0.29, 5.82, 0.61], [6.46, 1.10, 4.97], [7.02, 0.03, 5.15], [6.04, 1.50, 3.73], [6.23, 1.99, 5.98], [5.58, 2.37, 3.55], [6.20, 0.86, 2.97], [6.53, 1.73, 6.90], [5.78, 2.88, 5.84], [-8.13, 0.36, -1.19], [-9.04, 1.15, -1.38], [-6.83, 0.75, -1.08], [-8.34, -0.99, -1.09], [-6.06, 0.11, -0.92], [-6.63, 1.73, -1.15], [-9.29, -1.31, -1.17], [-7.61, -1.65, -0.94], [-8.60, 3.26, -5.02], [-8.81, 3.89, -6.04], [-9.47, 2.33, -4.53], [-7.47, 3.42, -4.27], [-9.30, 1.80, -3.70], [-10.31, 2.18, -5.05], [-6.80, 4.10, -4.60], [-7.28, 2.91, -3.43], [4.64, 0.59, -4.11], [4.41, -0.24, -3.24], [4.23, 1.89, -4.02], [5.33, 0.28, -5.23], [4.41, 2.58, -4.72], [3.72, 2.16, -3.20], [5.65, -0.66, -5.33], [5.54, 0.94, -5.96]],
  "lowdin_charge": [-0.226, 0.769, -0.228, -0.090, -0.098, -0.013, -0.407, 0.086, 0.137, -0.342, 0.144, 0.160, -0.347, 0.173, 0.165, -0.553, 0.183, 0.207, 0.187, -0.327, 0.184, -0.017, 0.114, 0.138, -0.713, 0.157, 0.207, 0.169, 0.130, 0.132, 0.118, 0.153, 0.120, 0.152, 0.161, -0.697, -0.017, 0.171, 0.177, 0.106, 0.112, 0.077, 0.107, -0.634, -0.019, 0.178, 0.179, 0.113, 0.098, 0.116, 0.113, -0.690, 0.021, 0.158, 0.143, 0.092, 0.044, 0.103, 0.088, -0.680, 0.023, 0.154, 0.161, 0.076, 0.097, 0.111, 0.085, -0.693, 0.023, 0.159, 0.143, 0.065, 0.105, 0.097, 0.070, -0.662, -0.001, 0.158, 0.167, 0.101, 0.094, 0.114, 0.104],
  "e_tot_ha": -3664.774224,
  "gap_ha": 0.3008,
  "total_charge": 1,
  "e_homo_ev": -10.74
}


3.
{
  "formula": "C10H12FN2S",
  "method": "ωB97M-V/def2-TZVPD",
  "symbols": ["C", "C", "C", "C", "C", "C", "C", "C", "C", "C", "N", "N", "F", "S", "H", "H", "H", "H", "H", "H", "H", "H", "H", "H", "H", "H"],
  "xyz": [[-3.80, -0.63, -0.24], [-2.73, -1.45, -0.51], [-3.63, 0.68, 0.24], [-1.45, -1.00, -0.25], [-2.37, 1.15, 0.50], [-1.22, 0.29, 0.31], [1.34, 0.16, 0.40], [2.86, -1.31, -0.40], [3.64, -0.18, 0.34], [0.02, 0.73, 0.66], [1.50, -0.83, -0.47], [2.47, 0.53, 1.00], [0.13, 1.80, 1.60], [0.70, 2.31, -1.50], [-4.73, -1.15, -0.52], [-3.04, -2.28, -1.09], [-4.45, 1.29, 0.48], [-0.71, -1.69, -0.28], [-2.39, 2.11, 0.99], [3.15, -1.53, -1.40], [2.91, -2.28, 0.15], [4.28, -0.74, 1.12], [4.12, 0.57, -0.22], [0.90, -0.95, -1.20], [2.46, 0.94, 1.86], [0.04, 3.46, -1.56]],
  "nbo_charge": [-0.131, -0.199, -0.192, -0.169, -0.153, -0.159, 0.450, -0.236, -0.223, 0.416, -0.536, -0.520, -0.335, -0.087, 0.234, 0.235, 0.235, 0.206, 0.245, 0.236, 0.220, 0.245, 0.230, 0.427, 0.431, 0.132],
  "e_tot_ha": -995.457002,
  "gap_ha": [0.3046, 0.2494],
  "spin_multiplicity": 3,
  "total_charge": 1,
  "s_squared": 2.03,
  "e_homo_ev": [-11.40, -12.83]
}


4.
{
  "formula": "C13H12N2",
  "method": "ωB97M-V/def2-TZVPD",
  "symbols": ["C", "C", "C", "C", "C", "C", "N", "N", "C", "C", "C", "C", "C", "C", "C", "H", "H", "H", "H", "H", "H", "H", "H", "H", "H", "H", "H"],
  "xyz": [[-1.36, 1.63, 1.81], [-1.19, 2.92, 1.67], [-0.27, 3.37, 0.58], [0.85, 2.38, 0.49], [0.37, 0.92, 0.37], [1.05, -0.10, -0.33], [2.09, -0.05, -1.11], [2.01, -1.41, -1.49], [0.74, -1.71, -2.16], [0.67, -3.12, -2.65], [0.50, -4.12, -1.74], [0.50, -3.91, -0.33], [0.50, -2.67, 0.25], [0.74, -1.50, -0.68], [-0.71, 0.58, 1.11], [-2.20, 1.34, 2.57], [-1.81, 3.75, 2.05], [-0.67, 3.36, -0.42], [0.10, 4.40, 0.89], [1.44, 2.26, 1.48], [1.76, 2.44, -0.15], [0.45, -0.99, -2.87], [0.67, -3.26, -3.62], [0.41, -5.14, -1.90], [0.44, -4.90, 0.18], [0.46, -2.64, 1.28], [-1.27, -0.33, 1.20]],
  "nbo_charge": [-0.233, -0.153, -0.453, -0.437, -0.022, 0.189, -0.231, -0.242, -0.089, -0.150, -0.200, -0.210, -0.159, -0.014, -0.206, 0.207, 0.216, 0.220, 0.222, 0.216, 0.251, 0.219, 0.202, 0.208, 0.211, 0.217, 0.224],
  "smiles": "C1=CCCC(C2=NN3[C@H]4C=CC=C[C@]243)=C1",
  "e_tot_ha": -611.858826,
  "gap_ha": 0.2943,
  "relative_energy_ev": 4.3604,
  "e_homo_ev": -8.09
}


Number 3 is which compound? C10H12FN2S


What is the formula in the third record? C10H12FN2S